The following is a quantum chemistry calculation of C35H52OP4SSc as an isolated structure, from the Open Molecules 2025 dataset.

The total charge is +3. For the total energy, the calculation gives -107855.479 eV. The calculation puts the relative energy (zero: lowest compared OMol25 entry of this formula, charge and spin) at 15.4 kcal per mole.

CARTESIAN COORDINATES (ANGSTROEM)
Sc (0.188, 0.150, -0.207)
P (2.276, 1.515, 0.553)
P (-1.711, 2.004, -0.312)
P (0.776, 1.135, -2.703)
H (-0.840, -2.283, -0.931)
C (-0.061, -1.743, -1.495)
C (1.265, -1.717, -1.010)
H (1.530, -2.258, -0.090)
C (2.764, 1.062, 2.248)
C (2.199, 3.342, 0.671)
C (3.816, 1.107, -0.338)
C (-3.257, 1.397, -1.077)
C (-2.270, 2.435, 1.372)
C (-1.449, 3.666, -1.041)
C (1.936, 0.142, -3.713)
C (1.503, 2.799, -2.948)
C (-0.684, 1.189, -3.814)
H (-0.308, -1.670, -2.559)
H (2.131, -1.588, -1.665)
H (2.850, -0.027, 2.333)
H (2.018, 1.411, 2.971)
H (3.733, 1.512, 2.491)
H (1.359, 3.636, 1.320)
H (2.058, 3.795, -0.320)
H (3.137, 3.704, 1.112)
H (3.947, 0.014, -0.310)
H (4.643, 1.590, 0.199)
H (3.787, 1.444, -1.383)
H (-4.053, 2.141, -0.949)
H (-3.547, 0.463, -0.575)
H (-3.104, 1.194, -2.144)
H (-3.103, 3.147, 1.332)
H (-1.444, 2.888, 1.931)
H (-2.595, 1.529, 1.899)
H (-2.323, 4.294, -0.825)
H (-1.306, 3.608, -2.127)
H (-0.560, 4.124, -0.582)
H (2.028, 0.601, -4.706)
H (1.568, -0.884, -3.825)
H (2.921, 0.120, -3.232)
H (1.546, 2.988, -4.029)
H (2.519, 2.834, -2.538)
H (0.893, 3.570, -2.466)
H (-0.336, 1.427, -4.829)
H (-1.410, 1.943, -3.490)
H (-1.177, 0.209, -3.828)
C (-0.347, -2.392, -7.493)
C (-1.520, -2.638, -8.233)
C (-1.773, -3.912, -8.745)
C (-0.856, -4.952, -8.541)
C (0.322, -4.706, -7.824)
C (0.581, -3.435, -7.310)
S (-0.014, -0.837, -6.786)
H (-1.146, -0.192, -7.188)
H (-2.225, -1.823, -8.391)
H (-2.691, -4.099, -9.306)
H (-1.059, -5.949, -8.939)
H (1.041, -5.509, -7.663)
H (1.497, -3.234, -6.757)
O (-0.222, 0.062, 1.795)
P (-0.397, -0.393, 3.275)
C (-2.038, -1.088, 3.444)
C (-3.028, -0.443, 4.214)
C (-4.319, -0.964, 4.304)
C (-4.662, -2.115, 3.589)
C (-3.701, -2.725, 2.770)
C (-2.402, -2.216, 2.688)
C (1.002, -1.432, 3.725)
C (1.913, -1.036, 4.729)
C (3.098, -1.737, 4.947)
C (3.387, -2.873, 4.189)
C (2.476, -3.293, 3.211)
C (1.288, -2.592, 2.984)
C (-0.320, 0.979, 4.418)
C (-0.536, 0.656, 5.775)
C (-0.411, 1.635, 6.758)
C (-0.085, 2.945, 6.396)
C (0.116, 3.273, 5.053)
C (0.008, 2.296, 4.059)
H (-2.812, 0.495, 4.722)
H (-5.062, -0.454, 4.918)
H (-5.672, -2.523, 3.660)
H (-3.981, -3.595, 2.176)
H (-1.677, -2.661, 2.004)
H (1.736, -0.149, 5.335)
H (3.800, -1.380, 5.701)
H (4.320, -3.415, 4.356)
H (2.717, -4.167, 2.603)
H (0.590, -2.928, 2.214)
H (-0.794, -0.368, 6.060)
H (-0.571, 1.363, 7.798)
H (0.018, 3.713, 7.161)
H (0.369, 4.294, 4.763)
H (0.187, 2.558, 3.011)



The following is a quantum chemistry calculation of a 14-piece molecular cluster, C35H53FN13O6PS overall, from the Open Molecules 2025 dataset.

The total charge is 0. For the total energy, the calculation gives -91649.023 eV.

CARTESIAN COORDINATES (ANGSTROEM)
C (-5.737, -1.415, 2.366)
C (-4.466, -0.681, 2.740)
F (-4.460, -0.602, 4.153)
C (-4.451, 0.776, 2.259)
C (-3.775, 1.015, 0.916)
O (-3.708, -0.178, 0.155)
O (-4.531, 1.940, 0.127)
C (-3.684, 2.259, -0.901)
O (-3.982, 2.463, -2.027)
O (-2.432, 2.376, -0.382)
C (-2.341, 1.619, 0.823)
C (-1.838, 2.429, 2.026)
C (-1.293, 3.824, 1.661)
C (0.203, 3.928, 1.849)
O (0.735, 3.655, 2.895)
O (0.908, 4.415, 0.783)
P (-1.081, 0.229, 0.488)
S (-0.667, -0.202, -1.356)
H (-5.804, -2.327, 2.958)
H (-6.592, -0.788, 2.623)
H (-5.765, -1.715, 1.322)
H (-3.578, -1.241, 2.447)
H (-5.491, 1.086, 2.148)
H (-4.044, 1.393, 3.049)
H (-4.608, -0.433, -0.091)
H (-2.592, 2.534, 2.793)
H (-1.014, 1.880, 2.484)
H (-1.708, 4.540, 2.370)
H (-1.584, 4.162, 0.672)
H (1.169, 3.705, 0.178)
H (-1.530, -0.854, 1.256)
H (0.079, 0.675, 1.145)
C (-3.947, 6.260, 3.360)
C (-4.379, 4.897, 3.080)
N (-4.709, 3.832, 2.787)
H (-2.881, 6.360, 3.172)
H (-4.485, 6.959, 2.720)
H (-4.140, 6.508, 4.401)
C (0.177, -4.139, -1.119)
C (0.005, -3.549, 0.199)
N (-0.139, -3.065, 1.236)
H (1.167, -4.576, -1.194)
H (-0.567, -4.916, -1.277)
H (0.055, -3.376, -1.884)
C (-3.386, -5.877, 1.507)
C (-4.474, -4.937, 1.269)
N (-5.329, -4.191, 1.070)
H (-2.878, -5.631, 2.438)
H (-3.773, -6.890, 1.566)
H (-2.671, -5.819, 0.691)
C (-4.885, 6.069, -0.587)
C (-4.580, 7.453, -0.239)
N (-4.327, 8.539, 0.050)
H (-5.495, 5.613, 0.192)
H (-5.426, 6.031, -1.530)
H (-3.960, 5.504, -0.688)
C (0.921, 7.264, -2.034)
C (1.216, 5.849, -2.223)
N (1.445, 4.729, -2.365)
H (0.988, 7.784, -2.987)
H (-0.085, 7.378, -1.634)
H (1.633, 7.697, -1.336)
C (4.504, 4.401, -3.970)
C (5.618, 5.281, -4.299)
N (6.496, 5.981, -4.557)
H (4.058, 4.011, -4.882)
H (4.857, 3.569, -3.364)
H (3.747, 4.946, -3.413)
C (4.522, -4.492, 0.029)
C (4.032, -4.054, -1.270)
N (3.643, -3.746, -2.310)
H (5.498, -4.050, 0.227)
H (3.831, -4.186, 0.810)
H (4.612, -5.572, 0.031)
C (8.104, -5.935, -1.163)
C (7.122, -6.670, -0.375)
N (6.341, -7.244, 0.248)
H (7.621, -5.491, -2.031)
H (8.547, -5.147, -0.557)
H (8.887, -6.613, -1.496)
C (2.792, -6.971, 2.947)
C (2.332, -6.511, 1.644)
N (1.970, -6.134, 0.619)
H (3.762, -6.530, 3.169)
H (2.077, -6.675, 3.712)
H (2.889, -8.054, 2.943)
C (-0.705, 4.949, 6.066)
C (-1.381, 6.232, 5.906)
N (-1.917, 7.244, 5.779)
H (0.152, 4.897, 5.398)
H (-0.369, 4.837, 7.095)
H (-1.392, 4.139, 5.825)
C (1.517, -6.248, -4.437)
C (0.227, -5.619, -4.179)
N (-0.776, -5.106, -3.945)
H (1.412, -7.330, -4.409)
H (1.882, -5.947, -5.416)
H (2.232, -5.931, -3.679)
C (-0.997, -10.826, -0.031)
C (-1.876, -9.841, 0.586)
N (-2.568, -9.060, 1.070)
H (-0.528, -11.436, 0.738)
H (-1.572, -11.469, -0.694)
H (-0.227, -10.317, -0.608)
C (7.734, 7.177, -7.340)
C (8.324, 7.888, -8.469)
N (8.790, 8.449, -9.360)
H (8.497, 6.609, -6.815)
H (7.285, 7.883, -6.646)
H (6.965, 6.494, -7.695)



- Which of these has the lowest total energy?
  C35H52OP4SSc